[1]
{
  "formula": "C9H7AlNO4S",
  "method": "ωB97M-V/def2-TZVPD",
  "species": ["Al", "O", "C", "C", "O", "C", "O", "C", "O", "C", "H", "H", "C", "H", "H", "S", "C", "C", "N", "C", "H", "H", "H"],
  "coordinates": [[0.32931, -0.14412, -0.03064], [-0.27591, -3.39713, -0.05705], [-0.04945, -2.27173, -0.04733], [1.00857, 1.92473, -0.05836], [1.04500, 3.07079, -0.02435], [0.22307, -0.18667, -2.19968], [-0.00939, -0.21501, -3.32081], [0.85763, -0.34308, 2.06803], [0.84361, -0.35383, 3.21545], [2.56090, -1.47512, -0.40196], [2.59280, -2.08499, 0.52574], [2.31840, -2.03165, -1.33152], [2.88660, -0.17538, -0.41000], [2.93268, 0.42675, -1.34298], [3.21270, 0.36505, 0.50448], [-3.24041, 1.83548, 1.47669], [-3.62519, 0.96504, -0.01557], [-2.56840, 0.26859, -0.51559], [-1.45362, 0.44768, 0.32102], [-1.63853, 1.24711, 1.39322], [-4.59862, 1.00326, -0.46492], [-2.49294, -0.35698, -1.40842], [-0.85881, 1.48122, 2.12455]],
  "forces_ev_per_a": [[0.6, -0.3, -0.2], [1.0, 4.6, 0.0], [-1.4, -4.9, 0.0], [-0.3, 4.9, 0.2], [0.2, -4.5, -0.2], [-1.3, 0.0, -4.5], [1.1, 0.1, 4.4], [-0.4, 0.1, 5.0], [0.4, -0.1, -4.6], [-0.4, -0.9, 0.0], [0.2, 0.4, -0.6], [0.3, 0.4, 0.5], [0.0, 1.2, 0.0], [0.1, -0.6, 0.5], [-0.1, -0.5, -0.5], [0.7, -1.1, -1.3], [0.5, 0.1, 0.4], [0.2, 0.9, 1.5], [1.6, -0.2, 0.0], [-1.7, -0.1, -0.8], [-0.4, 0.2, 0.1], [-0.3, 0.3, 0.4], [-0.5, 0.0, -0.3]],
  "mulliken_charge": [0.412, -0.028, 0.322, 0.399, -0.030, 0.332, -0.023, 0.314, -0.021, -0.760, 0.471, 0.473, -0.648, 0.473, 0.477, 0.140, -0.489, -0.244, 0.378, -0.077, 0.468, 0.391, 0.271],
  "charge": 3,
  "multiplicity": 1,
  "e_above_lowest_kj_mol": 0.0,
  "homo_energy_ha": -0.780,
  "gap_ev": 7.839
}

---

[2]
{
  "formula": "C9H7BiNO4S",
  "method": "ωB97M-V/def2-TZVPD",
  "species": ["Bi", "C", "O", "C", "O", "C", "O", "C", "O", "H", "H", "S", "C", "N", "C", "C", "C", "C", "H", "H", "H", "H", "H"],
  "coordinates": [[-0.09774, 0.08683, -2.02439], [0.01055, 2.11080, -0.37392], [0.05448, 3.04851, 0.24846], [-0.10032, 1.68144, -3.63794], [-0.09433, 2.56509, -4.39820], [-2.36407, 0.33537, -1.77440], [-3.49492, 0.54935, -1.64998], [2.18019, 0.19459, -1.88817], [3.33328, 0.34893, -1.84037], [-0.17413, -3.32143, -4.26874], [-0.17717, -2.87369, -4.85617], [-0.09202, -2.18134, -0.31372], [-0.06633, -1.07518, 1.04334], [1.16428, -0.91104, 1.68164], [1.31787, -0.25510, 2.88770], [0.21001, 0.33542, 3.45527], [-1.04381, 0.27626, 2.80997], [-1.15622, -0.41726, 1.61144], [1.96349, -1.34851, 1.25762], [2.34280, -0.27289, 3.31238], [0.31864, 0.84872, 4.41030], [-1.93875, 0.75173, 3.26508], [-2.09577, -0.47659, 1.04281]],
  "forces_ev_per_a": [[-0.2, -5.9, 2.7], [0.1, 1.8, 0.9], [-0.1, -1.9, -1.1], [0.0, 8.9, -7.6], [0.0, -4.9, 4.0], [-8.9, 1.7, 1.2], [5.4, -1.2, -0.7], [9.7, 1.3, 0.7], [-6.0, -1.0, -0.3], [0.0, -0.1, 0.3], [0.0, 0.2, -0.2], [-0.1, 1.4, -0.9], [1.5, 0.5, 1.4], [-1.6, 0.6, 0.9], [0.2, -0.7, -1.1], [-0.4, 0.2, 0.3], [0.2, 0.2, 0.5], [-0.3, -0.2, -0.9], [0.3, -0.4, 0.0], [-0.9, 0.1, -0.2], [0.0, -0.1, -0.2], [0.8, -0.3, -0.3], [0.2, -0.1, 0.7]],
  "mulliken_charge": [1.373, 0.256, 0.047, 0.220, 0.003, 0.221, -0.005, 0.228, -0.018, -0.014, 0.032, -0.068, -0.227, -0.003, -0.241, -0.501, -0.170, -0.285, 0.328, 0.435, 0.460, 0.464, 0.467],
  "charge": 3,
  "multiplicity": 1,
  "e_above_lowest_kj_mol": 0.0,
  "homo_energy_ha": -0.722,
  "gap_ev": 4.802
}

---

[3]
{
  "formula": "C9H7Cl2NO3TlY",
  "method": "ωB97M-V/def2-TZVPD",
  "species": ["Y", "Tl", "Cl", "Cl", "C", "C", "C", "O", "O", "O", "N", "C", "C", "C", "C", "C", "C", "H", "H", "H", "H", "H", "H", "H"],
  "coordinates": [[-1.97195, 0.02543, -3.88090], [1.83471, 0.55095, -0.64497], [-2.96336, -1.81174, -2.60256], [0.19756, 2.54004, -0.66844], [1.50654, 3.50622, 0.67291], [0.23159, -0.58895, -3.51711], [-0.87236, -0.00656, -5.83023], [1.01093, 4.55973, 0.50960], [1.27462, -1.09605, -3.56829], [-0.24566, -0.08746, -6.83141], [-0.37190, -1.58520, -0.08776], [-0.25065, -1.07025, 1.17767], [-1.00126, 0.08115, 1.50625], [-0.62896, 0.85060, 2.60668], [0.47489, 0.46719, 3.40191], [1.14656, -0.73069, 3.10909], [0.77085, -1.51361, 2.03289], [-1.18971, -1.41243, -0.64074], [0.01221, -2.51012, -0.25312], [-1.82361, 0.41610, 0.85007], [-1.19336, 1.77197, 2.85020], [0.76994, 1.09999, 4.26262], [1.97928, -1.03013, 3.75145], [1.30311, -2.42618, 1.79420]],
  "forces_ev_per_a": [[-5.3, -0.1, 3.0], [1.9, -1.2, 0.4], [1.1, 1.3, -0.9], [-1.4, 0.4, -0.5], [-2.6, 4.8, -1.1], [7.4, -3.5, 0.0], [6.0, -0.9, -10.6], [2.8, -3.5, 1.6], [-5.2, 2.6, 0.3], [-4.4, 0.6, 6.9], [0.4, -0.5, 1.0], [-0.4, 0.1, -1.4], [-0.4, 1.7, 0.8], [-1.1, 0.1, -0.9], [-0.3, 0.6, 0.6], [0.5, -1.0, -0.1], [1.1, 0.1, 0.9], [-0.6, 0.1, 0.2], [0.1, -0.1, 0.1], [0.4, -0.3, 0.5], [0.4, -0.7, -0.1], [-0.1, -0.5, -0.6], [-0.3, -0.1, -0.2], [0.1, -0.1, 0.1]],
  "mulliken_charge": [1.827, 0.812, -0.230, -0.124, 0.313, 0.178, -0.013, -0.037, 0.020, 0.175, -0.132, 0.737, -0.314, -0.477, -0.457, -0.399, -0.547, 0.096, 0.302, 0.415, 0.502, 0.474, 0.480, 0.399],
  "charge": 4,
  "multiplicity": 1,
  "e_above_lowest_kj_mol": 287.2,
  "homo_energy_ha": [-0.829, -0.818],
  "gap_ev": [5.349, 4.940]
}

---

[4]
{
  "formula": "C9H7ClN2O2S",
  "method": "ωB97M-V/def2-TZVPD",
  "species": ["C", "C", "C", "C", "C", "C", "C", "C", "C", "N", "N", "O", "O", "S", "Cl", "H", "H", "H", "H", "H", "H", "H"],
  "coordinates": [[3.31790, 1.59078, -0.73303], [2.08452, 2.05245, -0.31972], [3.68095, 0.25318, -0.59666], [1.21382, 1.13691, 0.25531], [1.56954, -0.20996, 0.40962], [2.80727, -0.65784, -0.02876], [-0.72507, 0.34159, 1.30719], [-3.98538, -0.31421, 0.05369], [-3.49812, -2.72340, -0.35797], [-0.05313, 1.33833, 0.75788], [-3.97504, -1.39538, -0.43051], [-0.61465, 2.59797, 0.66200], [-4.11049, 0.80657, 0.33545], [0.26555, -1.06549, 1.19492], [3.23604, -2.31959, 0.13560], [4.02121, 2.27723, -1.17577], [1.79648, 3.08525, -0.42648], [4.64969, -0.08270, -0.92407], [-4.12099, -3.33246, -1.01122], [-2.46387, -2.77032, -0.70218], [-3.55193, -3.10724, 0.66234], [-1.54430, 2.49834, 0.93238]],
  "forces_ev_per_a": [[-0.1, 0.0, 0.0], [-0.2, 0.1, 0.1], [-0.1, -0.2, 0.1], [0.8, -0.4, -0.3], [-0.2, 0.1, 0.1], [0.1, 0.5, -0.1], [0.0, 0.0, -0.1], [-0.1, -0.1, -0.6], [0.2, -0.4, 0.1], [-1.2, -0.8, 0.7], [-0.1, 0.0, -0.1], [0.4, 0.5, -0.2], [0.0, 1.1, 0.6], [-0.1, 0.6, -0.1], [0.0, -0.1, 0.0], [0.1, 0.1, -0.1], [0.0, 0.1, 0.0], [0.1, -0.1, -0.1], [0.1, -0.2, 0.1], [0.0, -0.1, 0.0], [0.0, -0.1, -0.1], [0.2, -0.4, 0.0]],
  "mulliken_charge": [-0.407, -0.791, -0.480, -0.056, 0.267, 0.379, -0.287, 0.545, -0.574, 0.401, -0.260, -0.464, -0.462, -0.018, -0.223, 0.372, 0.462, 0.423, 0.242, 0.242, 0.278, 0.408],
  "multiplicity": 1,
  "e_above_lowest_kj_mol": 29.9,
  "homo_energy_ha": -0.335,
  "gap_ev": 9.568
}

---

[5]
{
  "formula": "C9H7N2O3S",
  "method": "ωB97M-V/def2-TZVPD",
  "species": ["C", "C", "C", "C", "C", "C", "C", "C", "C", "N", "N", "O", "O", "O", "S", "H", "H", "H", "H", "H", "H", "H"],
  "coordinates": [[-3.00806, 0.33099, 0.36154], [-2.73345, -0.38200, -0.77967], [-2.01356, 0.96235, 1.14449], [-1.42402, -0.48524, -1.06988], [-0.68717, 0.87639, 0.80615], [-0.41469, 0.17435, -0.35670], [2.81372, -0.33426, -1.77758], [0.71543, -1.77566, 1.72221], [0.96056, -0.01148, -0.61507], [1.57851, -0.63351, -1.59992], [-0.22174, -2.39044, 1.75402], [2.57577, 0.65079, 1.47820], [3.46360, 0.55068, -0.85301], [1.91670, 2.43592, -0.15647], [2.19396, 1.02413, 0.15282], [-4.03810, 0.36511, 0.49808], [-3.53495, -0.78508, -1.36314], [-2.31099, 1.30939, 2.13094], [-0.98602, -0.99531, -1.90642], [0.04444, 1.41594, 1.35744], [3.45208, -0.92649, -2.48368], [1.65798, -1.37656, 1.55565]],
  "forces_ev_per_a": [[0.5, 0.5, 0.2], [0.3, 0.6, 0.7], [-1.4, -1.0, 0.4], [2.6, -0.1, -1.5], [-2.1, 0.5, -0.4], [0.8, -0.5, 0.7], [0.7, -1.4, -0.8], [1.9, 0.5, -0.3], [1.7, 1.1, 1.0], [1.1, -0.6, -1.9], [-3.0, -1.8, 0.5], [0.5, 0.1, 1.1], [-2.1, -0.6, 0.1], [0.9, -1.3, 1.1], [-1.1, 1.5, -2.8], [-1.7, 0.6, 1.4], [-0.1, -0.4, -0.3], [0.0, 0.5, -0.2], [-0.4, -0.5, -0.6], [0.5, 0.1, 0.5], [-0.4, 1.1, 1.0], [1.1, 1.0, 0.1]],
  "mulliken_charge": [-0.404, -0.648, -0.830, -0.524, -0.440, 0.933, -0.197, 0.206, 0.078, -0.550, -0.451, -0.632, -0.390, -0.633, 1.045, 0.374, 0.408, 0.286, 0.406, 0.318, 0.357, 0.287],
  "charge": -1,
  "multiplicity": 1,
  "e_above_lowest_kj_mol": 196.3,
  "homo_energy_ha": -0.103,
  "gap_ev": 6.420
}

---

[6]
{
  "formula": "C9H7N3O5Tl",
  "method": "ωB97M-V/def2-TZVPD",
  "species": ["Tl", "O", "C", "C", "O", "C", "O", "C", "O", "C", "N", "C", "C", "C", "N", "C", "O", "N", "H", "H", "H", "H", "H", "H", "H"],
  "coordinates": [[-2.62855, 0.39241, 0.30824], [1.79394, 3.13070, -2.61377], [0.71403, 2.74642, -2.57026], [-2.74057, -1.09006, -2.01159], [-3.23310, -1.59628, -2.91922], [-3.33976, 2.24514, 2.49543], [-3.81095, 2.95845, 3.26545], [-3.20361, 2.54162, -2.33121], [-3.59721, 3.21817, -3.16382], [1.61750, -0.02973, 2.92182], [1.34339, -0.50419, 1.56666], [2.10569, -1.53734, 1.07234], [1.87673, -1.96129, -0.20627], [0.79768, -1.37819, -0.91592], [-0.03745, -0.48593, -0.36738], [0.25013, -0.02066, 0.88455], [-0.46118, 0.87856, 1.44174], [0.57860, -1.76457, -2.21409], [0.98106, 0.81662, 3.16748], [2.66529, 0.25981, 2.95538], [1.46487, -0.83008, 3.64991], [2.92271, -1.92338, 1.68945], [2.50863, -2.71621, -0.66988], [1.40635, -2.19294, -2.62199], [0.02578, -1.15704, -2.81305]],
  "forces_ev_per_a": [[0.5, 1.0, 0.0], [-3.0, -1.0, 0.1], [3.0, 1.0, -0.1], [-2.5, -1.8, -3.3], [2.0, 1.9, 3.4], [-2.0, 2.5, 2.6], [2.0, -2.8, -3.0], [-1.2, 1.7, -2.1], [1.2, -2.0, 2.4], [0.3, 0.5, 0.6], [2.0, -2.3, 0.6], [-0.5, 2.0, 1.2], [0.7, -0.9, -0.5], [-2.1, 0.4, -2.5], [0.4, 0.1, 1.3], [-1.8, 1.4, -1.4], [0.2, -2.1, -1.2], [1.6, 1.1, 2.4], [0.1, -0.1, -0.1], [0.1, 0.1, 0.1], [-0.1, -0.1, -0.1], [-0.3, 0.2, 0.0], [-0.1, 0.0, 0.1], [-0.4, -0.4, -0.6], [-0.1, -0.2, 0.0]],
  "mulliken_charge": [1.310, -0.155, 0.159, 0.117, -0.017, 0.056, 0.037, 0.076, -0.035, -0.899, 0.103, -0.191, -0.582, 0.770, -0.286, 0.768, -0.614, -0.266, 0.315, 0.390, 0.406, 0.530, 0.442, 0.315, 0.251],
  "charge": 3,
  "multiplicity": 1,
  "e_above_lowest_kj_mol": 93.5,
  "homo_energy_ha": [-0.781, -0.781],
  "gap_ev": [5.076, 5.581]
}

---

[7]
{
  "formula": "C9H7NO2",
  "method": "ωB97M-V/def2-TZVPD",
  "species": ["C", "C", "C", "C", "C", "C", "C", "C", "C", "H", "H", "H", "H", "H", "H", "H", "N", "O", "O"],
  "coordinates": [[3.05132, -1.28326, -0.00509], [1.74506, -0.60933, 0.01331], [-0.54811, -0.71194, 0.01019], [-1.72228, -1.45673, -0.05796], [-2.94475, -0.88196, 0.04187], [-3.03078, 0.52106, 0.08113], [-1.91741, 1.39630, -0.03583], [-0.78871, 0.64451, 0.02777], [1.62487, 0.87700, 0.05769], [3.15062, -1.76065, 0.94541], [3.17211, -2.01743, -0.87815], [3.82157, -0.59690, -0.25023], [-1.45674, -2.52634, -0.05282], [-3.94045, -1.45614, 0.06040], [-4.10697, 0.89984, 0.05808], [-1.93280, 2.45478, -0.10932], [0.66647, -1.36573, 0.00141], [0.37713, 1.39275, -0.18097], [2.59938, 1.55588, 0.10826]],
  "forces_ev_per_a": [[0.3, -0.8, -2.1], [-3.1, -1.6, -0.1], [-2.5, -0.3, 0.1], [1.9, -2.2, 0.8], [-2.3, 0.4, 0.0], [-2.1, 1.3, -0.7], [-2.4, -3.3, 0.8], [4.3, 1.6, -1.3], [-0.5, -0.8, -1.0], [0.6, -0.5, 0.5], [-0.8, 0.6, 1.5], [0.9, 0.8, 0.6], [-1.0, 0.3, -0.2], [1.9, 0.8, 0.0], [1.7, -0.1, 0.2], [0.0, 0.6, 0.0], [1.8, 1.7, -0.2], [1.0, 0.5, 1.0], [0.3, 1.0, 0.2]],
  "mulliken_charge": [-1.109, 0.621, 0.381, -0.109, -0.740, -0.099, -1.184, 0.942, 0.410, 0.280, 0.294, 0.359, 0.391, 0.288, 0.246, 0.469, -0.575, -0.310, -0.557],
  "smiles": "Cc1nc2ccccc2oc1=O",
  "multiplicity": 1,
  "e_above_lowest_kj_mol": 168.9,
  "homo_energy_ha": -0.332,
  "gap_ev": 8.635
}

---

[8]
{
  "formula": "C9H7NO4STm",
  "method": "ωB97M-V/def2-TZVPD",
  "species": ["Tm", "O", "C", "C", "O", "C", "O", "C", "O", "C", "H", "H", "C", "H", "H", "S", "C", "C", "N", "C", "H", "H", "H"],
  "coordinates": [[0.13279, 0.20872, -0.06937], [0.08110, 3.81061, -0.31594], [0.08902, 2.64517, -0.23838], [0.08861, -2.28062, -0.38370], [-0.01963, -3.43609, -0.34200], [2.56781, 0.23568, -0.39848], [3.71993, 0.26709, -0.52009], [-2.32986, 0.30012, -0.51443], [-3.51236, 0.31515, -0.56318], [0.10627, 0.88408, -3.65589], [-0.80428, 1.43616, -3.42276], [1.01932, 1.43099, -3.41753], [0.10362, -0.42655, -3.67220], [1.01534, -0.98310, -3.42332], [-0.80995, -0.98304, -3.43447], [-1.25983, -1.32672, 3.87839], [0.25916, -0.39928, 4.12377], [0.71196, 0.15678, 2.98437], [-0.23782, -0.08369, 1.93305], [-1.27350, -0.95127, 2.23017], [0.75795, -0.28034, 5.05967], [1.58814, 0.74420, 2.68144], [-1.99378, -1.28408, 1.48090]],
  "forces_ev_per_a": [[0.1, -0.1, -2.4], [0.0, -6.7, 0.4], [0.0, 7.9, -0.5], [-0.6, -6.6, 0.1], [0.6, 5.9, -0.3], [6.9, 0.2, -0.7], [-5.8, -0.2, 0.6], [-8.7, 0.2, -0.5], [8.0, -0.1, 0.2], [0.0, 1.9, 2.4], [-0.1, 0.1, -1.1], [0.1, 0.1, -1.1], [0.0, -2.2, 2.6], [0.0, 0.0, -1.2], [0.0, 0.0, -1.1], [1.3, 0.7, -0.2], [-0.7, -0.4, -0.5], [-2.3, -0.5, -1.5], [-0.3, -1.4, 0.9], [1.9, 1.6, 1.6], [-0.1, -0.4, 0.8], [-0.3, -0.2, 0.9], [0.0, 0.0, 0.5]],
  "mulliken_spin": [2.020, 0.000, -0.003, -0.005, 0.000, -0.003, 0.000, -0.007, 0.001, 0.000, 0.000, 0.000, 0.000, 0.000, 0.000, -0.001, 0.000, 0.000, -0.002, 0.000, 0.000, 0.000, 0.000],
  "charge": 3,
  "s2": 2.00,
  "multiplicity": 3,
  "e_above_lowest_kj_mol": 98.3,
  "homo_energy_ha": [-0.758, -0.758],
  "gap_ev": [6.686, 6.765]
}

---

Copy entry 1 word for word.
{
  "formula": "C9H7AlNO4S",
  "method": "ωB97M-V/def2-TZVPD",
  "species": ["Al", "O", "C", "C", "O", "C", "O", "C", "O", "C", "H", "H", "C", "H", "H", "S", "C", "C", "N", "C", "H", "H", "H"],
  "coordinates": [[0.32931, -0.14412, -0.03064], [-0.27591, -3.39713, -0.05705], [-0.04945, -2.27173, -0.04733], [1.00857, 1.92473, -0.05836], [1.04500, 3.07079, -0.02435], [0.22307, -0.18667, -2.19968], [-0.00939, -0.21501, -3.32081], [0.85763, -0.34308, 2.06803], [0.84361, -0.35383, 3.21545], [2.56090, -1.47512, -0.40196], [2.59280, -2.08499, 0.52574], [2.31840, -2.03165, -1.33152], [2.88660, -0.17538, -0.41000], [2.93268, 0.42675, -1.34298], [3.21270, 0.36505, 0.50448], [-3.24041, 1.83548, 1.47669], [-3.62519, 0.96504, -0.01557], [-2.56840, 0.26859, -0.51559], [-1.45362, 0.44768, 0.32102], [-1.63853, 1.24711, 1.39322], [-4.59862, 1.00326, -0.46492], [-2.49294, -0.35698, -1.40842], [-0.85881, 1.48122, 2.12455]],
  "forces_ev_per_a": [[0.6, -0.3, -0.2], [1.0, 4.6, 0.0], [-1.4, -4.9, 0.0], [-0.3, 4.9, 0.2], [0.2, -4.5, -0.2], [-1.3, 0.0, -4.5], [1.1, 0.1, 4.4], [-0.4, 0.1, 5.0], [0.4, -0.1, -4.6], [-0.4, -0.9, 0.0], [0.2, 0.4, -0.6], [0.3, 0.4, 0.5], [0.0, 1.2, 0.0], [0.1, -0.6, 0.5], [-0.1, -0.5, -0.5], [0.7, -1.1, -1.3], [0.5, 0.1, 0.4], [0.2, 0.9, 1.5], [1.6, -0.2, 0.0], [-1.7, -0.1, -0.8], [-0.4, 0.2, 0.1], [-0.3, 0.3, 0.4], [-0.5, 0.0, -0.3]],
  "mulliken_charge": [0.412, -0.028, 0.322, 0.399, -0.030, 0.332, -0.023, 0.314, -0.021, -0.760, 0.471, 0.473, -0.648, 0.473, 0.477, 0.140, -0.489, -0.244, 0.378, -0.077, 0.468, 0.391, 0.271],
  "charge": 3,
  "multiplicity": 1,
  "e_above_lowest_kj_mol": 0.0,
  "homo_energy_ha": -0.780,
  "gap_ev": 7.839
}